Record 1
82
Properties=species:S:1:pos:R:3:lowdin_charge:R:1 method="wB97M-V/def2-TZVPD" spin_multiplicity=2 e_lumo_ev="-6.56 / -8.59" total_charge=+2 gap_ha="0.301 / 0.226" s2=0.75
K 2.17 3.81 -1.94 0.914
K -0.91 2.13 -2.48 0.905
C 0.60 0.81 0.74 -0.089
O 0.97 1.80 -0.24 -0.175
H 1.33 0.79 1.55 0.105
H -0.46 0.91 0.97 0.091
H 0.69 -0.20 0.33 0.079
C -1.97 -4.97 -2.00 -0.051
C -1.95 -4.71 -0.51 -0.215
O -0.62 -4.55 -0.04 0.069
C -0.44 -3.57 0.81 -0.688
O -1.18 -2.61 0.98 0.077
O 0.66 -3.80 1.38 0.056
C 1.37 -2.82 2.32 0.074
H -1.45 -5.86 -2.34 0.091
H -1.32 -4.21 -2.44 0.052
H -2.96 -4.76 -2.40 0.088
H -2.42 -5.62 -0.12 0.130
H -2.65 -3.92 -0.25 0.117
H 0.74 -2.67 3.20 0.073
H 1.45 -1.85 1.83 0.065
H 2.32 -3.17 2.73 0.102
C -4.24 2.97 5.13 -0.063
C -3.89 3.08 3.67 -0.228
O -3.96 1.79 3.13 0.024
C -3.49 1.55 1.89 -0.462
O -3.16 2.44 1.06 0.052
O -3.59 0.17 1.65 -0.036
C -3.35 -0.33 0.29 -0.022
H -5.24 2.56 5.28 0.090
H -4.43 3.94 5.59 0.091
H -3.49 2.51 5.77 0.067
H -2.94 3.59 3.53 0.126
H -4.73 3.63 3.25 0.135
H -3.72 0.41 -0.43 0.086
H -3.91 -1.26 0.25 0.103
H -2.28 -0.47 0.23 0.056
C -1.07 -0.62 4.27 -0.039
C -1.06 0.80 4.82 -0.176
O -0.27 1.83 4.15 0.039
C -0.28 3.00 4.78 -0.653
O -1.00 3.31 5.64 0.169
O 0.58 3.83 4.20 0.007
C 0.60 5.15 4.59 -0.077
H -0.30 -1.28 4.68 0.073
H -1.10 -0.52 3.18 0.057
H -2.04 -1.03 4.53 0.096
H -0.75 0.74 5.86 0.135
H -2.08 1.19 4.82 0.093
H 0.09 5.38 5.52 0.101
H 0.13 5.78 3.83 0.096
H 1.61 5.52 4.77 0.099
C 5.91 1.96 -6.32 -0.054
C 5.05 0.75 -5.95 -0.175
O 5.22 0.27 -4.58 0.058
C 4.32 0.68 -3.65 -0.470
O 3.44 1.58 -3.73 0.000
O 4.61 0.03 -2.49 -0.001
C 4.07 0.44 -1.24 -0.046
H 6.98 1.79 -6.36 0.086
H 5.77 2.74 -5.57 0.070
H 5.63 2.47 -7.24 0.088
H 5.27 -0.03 -6.68 0.127
H 3.99 0.91 -6.13 0.116
H 4.20 -0.41 -0.57 0.106
H 3.00 0.57 -1.38 0.052
H 4.49 1.34 -0.79 0.105
C 2.07 -2.52 -1.78 -0.021
C 0.86 -1.64 -2.00 -0.235
O 0.22 -2.16 -3.16 0.021
C -0.71 -1.30 -3.78 -0.501
O -0.68 -0.12 -3.64 -0.010
O -1.38 -2.00 -4.70 0.039
C -2.52 -1.44 -5.28 -0.052
H 1.73 -3.56 -1.79 0.101
H 2.54 -2.17 -0.87 0.073
H 2.80 -2.40 -2.58 0.090
H 1.05 -0.59 -2.19 0.098
H 0.15 -1.78 -1.18 0.108
H -2.89 -2.27 -5.88 0.113
H -2.47 -0.53 -5.88 0.103
H -3.35 -1.24 -4.60 0.101

Record 2
71
Properties=species:S:1:pos:R:3:lowdin_charge:R:1 method="wB97M-V/def2-TZVPD" spin_multiplicity=1 e_lumo_ev=-9.58 total_charge=+3 gap_ha=0.270
Y -0.28 -0.24 -1.21 1.172
P 0.52 -2.50 -2.39 0.720
P 2.31 -0.22 0.00 0.747
P -3.04 0.17 -1.47 0.726
H 1.66 3.00 -1.41 0.048
C 0.70 3.50 -1.24 -0.074
C 0.29 3.86 -0.02 -0.051
H 0.97 3.84 0.83 0.061
C 1.44 -2.60 -3.94 -0.231
C 1.52 -3.57 -1.30 -0.232
C -0.92 -3.56 -2.73 -0.221
C 2.84 1.25 0.96 -0.234
C 2.51 -1.51 1.31 -0.241
C 3.78 -0.52 -1.05 -0.253
C -3.54 1.83 -0.88 -0.240
C -4.06 -0.92 -0.42 -0.257
C -3.87 0.07 -3.09 -0.249
H 0.07 3.58 -2.14 0.045
H -0.75 4.14 0.17 0.065
H 1.66 -3.66 -4.12 0.084
H 2.38 -2.05 -3.85 0.068
H 0.85 -2.21 -4.77 0.059
H 1.60 -4.53 -1.83 0.084
H 1.05 -3.73 -0.32 0.045
H 2.52 -3.14 -1.16 0.038
H -0.55 -4.44 -3.28 0.081
H -1.66 -3.01 -3.34 0.058
H -1.40 -3.88 -1.79 0.053
H 3.94 1.32 1.00 0.077
H 2.44 1.16 1.98 0.050
H 2.42 2.16 0.50 0.004
H 3.57 -1.66 1.55 0.078
H 2.08 -2.46 0.98 0.010
H 1.97 -1.18 2.20 0.045
H 4.67 -0.55 -0.42 0.073
H 3.86 0.31 -1.77 0.060
H 3.68 -1.45 -1.62 0.025
H -4.40 2.22 -1.45 0.074
H -2.70 2.52 -1.00 0.023
H -3.80 1.78 0.19 0.056
H -5.12 -0.88 -0.70 0.075
H -3.95 -0.62 0.63 0.047
H -3.70 -1.96 -0.50 0.037
H -4.94 0.29 -2.94 0.074
H -3.77 -0.92 -3.53 0.052
H -3.44 0.81 -3.78 0.044
C 0.08 1.11 -4.47 -0.295
C 0.75 0.48 -5.51 -0.023
C 0.24 0.69 -6.78 -0.029
C -0.81 1.59 -6.99 -0.031
C -1.27 2.40 -5.94 -0.028
C -0.82 2.14 -4.65 -0.031
O 0.11 0.50 -3.21 -0.228
H 0.45 -0.48 -3.32 0.031
H 1.56 -0.22 -5.28 0.111
H 0.65 0.13 -7.61 0.128
H -1.23 1.71 -7.99 0.125
H -1.99 3.18 -6.13 0.129
H -1.23 2.64 -3.77 0.109
C -0.76 1.10 2.52 0.022
C -0.89 -0.32 2.12 -0.385
N -0.85 -0.92 0.92 -0.098
C -1.07 -2.29 1.14 -0.135
C -1.23 -2.49 2.47 -0.007
N -1.13 -1.24 3.06 0.151
H -1.75 1.45 2.87 0.116
H -0.05 1.17 3.37 0.113
H -0.41 1.74 1.70 0.058
H -1.12 -2.99 0.31 0.088
H -1.41 -3.40 3.04 0.141
H -1.23 -1.02 4.04 0.189

Record 3
71
Properties=species:S:1:pos:R:3:lowdin_charge:R:1 method="wB97M-V/def2-TZVPD" spin_multiplicity=6 e_lumo_ev="-8.49 / -12.96" e_above_lowest_kj_mol=39.74 total_charge=+3 gap_ha="0.216 / 0.131" s2=8.79
Ru 0.14 -0.01 -0.07 0.590
P -0.70 -1.75 1.11 0.694
P 1.78 0.37 1.44 0.626
P -1.21 -0.41 -1.83 0.632
H 6.24 2.94 -5.14 0.073
C 5.42 3.35 -5.74 -0.109
C 4.69 4.41 -5.31 -0.050
H 5.01 5.00 -4.44 0.074
C 0.17 -3.36 0.85 -0.223
C -0.69 -1.59 2.95 -0.232
C -2.47 -2.20 0.84 -0.233
C 2.96 1.55 0.72 -0.251
C 1.31 1.19 3.01 -0.220
C 2.84 -1.03 1.94 -0.261
C -0.67 0.62 -3.23 -0.247
C -2.97 0.06 -1.68 -0.220
C -1.20 -2.10 -2.52 -0.247
H 5.33 2.89 -6.75 0.085
H 3.84 4.81 -5.90 0.072
H -0.27 -4.11 1.52 0.081
H 1.25 -3.26 1.06 0.030
H 0.07 -3.68 -0.20 0.042
H -1.18 -2.48 3.38 0.076
H -1.24 -0.70 3.31 0.041
H 0.33 -1.53 3.35 0.040
H -2.76 -2.99 1.56 0.078
H -2.64 -2.60 -0.17 0.039
H -3.15 -1.35 0.98 0.035
H 3.69 1.87 1.47 0.072
H 2.42 2.44 0.36 0.046
H 3.49 1.10 -0.13 0.027
H 2.13 1.13 3.75 0.075
H 0.42 0.75 3.46 0.024
H 1.10 2.25 2.82 0.058
H 3.56 -0.66 2.69 0.074
H 3.38 -1.42 1.06 0.015
H 2.26 -1.85 2.38 0.031
H -1.35 0.50 -4.08 0.072
H 0.35 0.36 -3.54 0.026
H -0.67 1.68 -2.91 0.055
H -3.49 -0.08 -2.64 0.075
H -3.05 1.11 -1.39 0.052
H -3.52 -0.53 -0.93 0.033
H -1.93 -2.14 -3.35 0.077
H -1.47 -2.86 -1.77 0.026
H -0.19 -2.32 -2.89 0.016
C 3.00 -0.43 -2.73 -0.465
C 3.00 0.97 -2.90 -0.015
C 3.80 1.49 -3.92 0.041
C 4.53 0.65 -4.77 0.006
C 4.50 -0.74 -4.63 0.078
C 3.72 -1.27 -3.61 -0.028
Se 2.00 -1.45 -1.36 0.839
H 1.36 0.02 -1.43 -0.157
H 2.41 1.69 -2.30 0.125
H 3.85 2.57 -4.06 0.094
H 5.14 1.12 -5.53 0.087
H 5.07 -1.41 -5.29 0.161
H 3.64 -2.35 -3.49 0.126
C -3.94 2.64 2.80 0.031
N -2.78 2.50 1.92 -0.080
C -2.07 3.47 1.24 -0.005
C -1.07 2.87 0.53 -0.105
N -1.16 1.51 0.76 -0.125
C -2.19 1.32 1.60 -0.157
H -3.69 3.25 3.68 0.114
H -4.78 3.10 2.27 0.114
H -4.24 1.63 3.14 0.107
H -2.36 4.50 1.33 0.141
H -0.32 3.31 -0.10 0.108
H -2.52 0.38 1.97 0.097

Going through the records in order, we get strongest force on any atom values of 6.114 2.446 3.349 eV Å⁻¹.